Arrangement P

Molecular formula: C39H29N2O11PS3Ta
Method: DFT, wB97M-V/def2-TZVPD

Summary:
**Charge**: +1
**Gap between HOMO and LUMO**: 7.3786 eV

Last column: Löwdin charge in e.
Atoms and positions in Å:
1 C -0.82 -1.67 -3.42  -0.351
2 H 3.73 -1.63 2.11  0.105
3 H 0.81 3.14 -4.36  0.113
4 C -0.44 -0.17 2.82  -0.524
5 C -0.17 1.49 -3.42  -0.067
6 C -5.12 0.28 -3.68  -0.028
7 C 1.02 1.56 2.12  -0.256
8 Ta -0.84 -1.94 0.21  1.859
9 H 0.70 -4.01 -6.09  0.114
10 O 0.94 -1.95 -0.52  -0.498
11 N 0.27 0.93 3.19  0.164
12 C -1.65 -2.41 -4.25  -0.067
13 C -1.10 -3.25 -5.21  -0.056
14 P -1.46 -0.63 -2.10  1.078
15 S -3.61 -2.03 -0.14  0.598
16 S 2.27 -2.66 0.08  0.618
17 H 3.19 0.81 0.51  0.101
18 H 0.23 -4.20 4.43  0.134
19 H 2.03 -3.12 5.74  0.124
20 C -0.22 3.74 -2.57  -0.047
21 C 4.82 1.09 1.87  -0.063
22 C 0.57 -1.77 -3.55  -0.104
23 O 2.37 -3.95 -0.50  -0.216
24 C 1.97 -2.81 1.86  -0.212
25 H -1.46 2.61 2.58  0.118
26 H -0.78 6.52 1.00  0.111
27 H -3.05 0.71 -4.09  0.124
28 O 3.29 -1.69 -0.09  -0.243
29 H 3.76 -1.79 4.55  0.123
30 C 5.22 1.49 3.13  -0.074
31 H -1.98 1.69 -0.54  0.115
32 H 4.56 2.25 5.04  0.109
33 H -6.26 -1.58 -1.08  0.127
34 C 0.98 -3.54 2.55  -0.243
35 H 0.08 4.78 -2.66  0.113
36 H -2.73 -2.35 -4.15  0.108
37 O -2.50 -2.92 -0.70  -0.422
38 H 5.55 0.77 1.14  0.115
39 C -6.02 -0.36 -2.85  -0.029
40 C 1.35 3.89 1.19  -0.006
41 C -1.37 2.00 -1.39  -0.092
42 C -1.26 4.60 1.81  -0.082
43 C 1.11 -2.61 -4.51  -0.048
44 C -1.00 3.33 -1.50  -0.054
45 C 0.88 5.16 0.89  -0.065
46 C -0.95 1.08 -2.34  -0.373
47 C -5.57 -1.08 -1.75  -0.018
48 O -0.95 -5.35 2.32  -0.159
49 C 0.65 0.62 0.96  -0.396
50 O -1.47 -2.95 1.92  -0.380
51 N -0.17 -0.41 1.43  0.010
52 C 4.26 1.92 4.05  -0.066
53 O -2.76 -1.04 0.61  -0.420
54 S -0.50 -4.12 1.80  0.632
55 C -3.27 -0.54 -2.36  -0.311
56 H 0.15 0.78 -4.17  0.105
57 H 2.37 3.62 0.95  0.123
58 C 0.20 2.82 -3.53  -0.052
59 H 1.23 -1.21 -2.90  0.108
60 C 2.52 1.53 2.43  -0.155
61 C -0.80 3.32 2.10  -0.027
62 C 2.93 1.94 3.70  -0.025
63 H 1.54 5.88 0.42  0.112
64 H 0.16 1.30 4.12  0.165
65 C 0.27 -3.35 -5.34  -0.052
66 H 2.18 -2.69 -4.61  0.117
67 C -4.21 -1.16 -1.53  -0.275
68 O -4.62 -2.69 0.58  -0.180
69 O -0.23 -3.99 0.33  -0.381
70 O -1.15 -0.84 3.53  0.100
71 H -7.09 -0.28 -3.04  0.121
72 H -5.47 0.85 -4.53  0.121
73 C -3.75 0.19 -3.43  -0.052
74 H -2.28 4.87 2.06  0.111
75 H 6.26 1.47 3.41  0.108
76 H 2.20 2.30 4.41  0.118
77 C 2.98 -2.29 4.00  -0.014
78 O 0.99 0.78 -0.19  0.097
79 C 3.47 1.12 1.51  -0.042
80 C 0.51 2.96 1.80  -0.135
81 C 1.01 -3.65 3.93  -0.025
82 H -1.32 4.04 -0.75  0.091
83 C 2.96 -2.19 2.61  -0.032
84 C 2.02 -3.03 4.66  -0.019
85 C -0.42 5.52 1.21  -0.091
86 H -1.75 -3.83 -5.85  0.113

***

Arrangement Q

Molecular formula: C39H29N2O11PS3Ta
Method: DFT, wB97M-V/def2-TZVPD

Summary:
**Charge**: +1
**Gap between HOMO and LUMO**: 6.8835 eV

Last column: Löwdin charge in e.
Atoms and positions in Å:
1 H 2.68 -4.11 4.51  0.107
2 H -1.16 -1.15 5.61  0.124
3 C 4.82 2.18 0.25  -0.018
4 C 0.64 2.63 -2.63  -0.331
5 H -3.13 -3.63 -3.45  0.122
6 C -4.16 0.19 3.61  -0.070
7 C 0.00 -2.67 -4.29  -0.227
8 C -3.11 -0.26 5.71  -0.063
9 C -0.16 3.24 1.23  -0.073
10 H -1.71 4.17 -4.53  0.112
11 C 0.83 0.13 1.81  -0.540
12 H -3.13 -0.26 6.79  0.109
13 O 2.19 -1.44 -4.93  -0.189
14 C -3.05 -0.29 2.94  -0.022
15 C -2.50 3.18 1.77  -0.059
16 C -2.00 -0.75 5.05  -0.024
17 C -0.81 -1.40 1.45  -0.375
18 H -0.92 -4.41 -7.03  0.123
19 C -4.19 0.21 4.99  -0.075
20 O -2.54 -2.91 -1.37  -0.202
21 H 5.67 1.52 0.40  0.126
22 O -1.62 -2.10 0.93  0.106
23 C 1.19 -2.74 3.82  -0.022
24 H 2.66 2.22 -3.27  0.102
25 O -1.27 -0.79 -1.65  -0.390
26 P 0.89 1.85 -1.01  1.110
27 H -1.30 -5.65 4.26  0.109
28 H 1.90 -1.93 3.68  0.112
29 H -5.01 0.55 3.04  0.108
30 H 3.95 5.44 0.35  0.120
31 O -0.03 -2.67 -1.20  -0.381
32 C -0.60 -4.84 4.14  -0.058
33 H -1.02 4.21 2.93  0.113
34 N 0.33 -0.17 3.01  0.190
35 S 1.37 -1.68 -3.81  0.603
36 C 4.92 3.54 0.50  -0.029
37 C -1.16 -2.81 -3.52  -0.203
38 C 3.86 4.37 0.20  -0.028
39 H -3.74 2.02 0.46  0.116
40 C -1.69 2.00 -0.15  -0.113
41 H 5.85 3.95 0.88  0.120
42 O 1.67 0.99 1.58  0.022
43 O 2.83 0.15 -2.08  -0.430
44 H 0.62 0.31 3.84  0.176
45 C -2.23 -3.51 -4.04  -0.025
46 S -1.37 -2.28 -1.82  0.629
47 H 2.34 3.19 -5.50  0.114
48 O 2.03 -2.23 -2.59  -0.355
49 O 0.67 -0.47 -3.21  -0.432
50 C -0.75 3.73 -4.26  -0.060
51 C -1.21 3.60 2.06  -0.051
52 H 0.85 3.53 1.49  0.102
53 C -0.59 3.19 -2.99  -0.066
54 C 0.08 -3.25 -5.55  -0.022
55 C -2.74 2.37 0.67  -0.068
56 S 3.64 0.03 -0.84  0.629
57 C 0.74 -5.02 4.44  -0.076
58 C 1.70 2.64 -3.54  -0.082
59 O 4.95 -0.48 -0.91  -0.181
60 H 1.09 -5.98 4.81  0.107
61 C 2.52 2.49 -0.49  -0.316
62 H -3.04 -0.31 1.86  0.105
63 C 1.64 -3.97 4.28  -0.069
64 C -2.15 -4.08 -5.31  -0.023
65 C 2.67 3.85 -0.30  -0.063
66 O 2.67 -0.88 -0.06  -0.388
67 H 0.98 -3.11 -6.13  0.124
68 H 0.16 4.15 -6.15  0.112
69 C -1.96 -0.77 3.65  -0.148
70 Ta 0.97 -0.84 -1.17  1.901
71 C -1.05 -3.61 3.68  -0.017
72 H -3.32 3.47 2.43  0.113
73 C -0.40 2.45 0.11  -0.345
74 H -5.07 0.59 5.51  0.107
75 C -0.67 -1.22 2.98  -0.259
76 N 0.21 -0.67 0.81  0.004
77 H -1.41 3.22 -2.29  0.095
78 C 3.64 1.67 -0.24  -0.275
79 H 1.85 4.52 -0.54  0.126
80 C -1.00 -3.96 -6.05  -0.024
81 H -2.09 -3.47 3.44  0.128
82 C 1.52 3.18 -4.80  -0.053
83 H -1.88 1.33 -0.98  0.090
84 C -0.15 -2.55 3.52  -0.157
85 H -3.00 -4.63 -5.69  0.123
86 C 0.29 3.72 -5.16  -0.060

***

Of them, arrangement P has the lowest stability.

***

Arrangement P

Molecular formula: C6H8N3O
Method: DFT, wB97M-V/def2-TZVPD

Summary:
**Charge**: +1
**Gap between HOMO and LUMO (alpha / beta)**: 7.4254 / 7.4241 eV

Last column: natural (NBO) charge in e.
Atoms and positions in Å:
1 H 1.61 1.14 1.10  0.312
2 H -0.19 1.90 2.61  0.036
3 C -0.93 -0.17 -0.19  0.343
4 C -2.82 -1.06 -0.67  0.162
5 N -1.83 0.66 0.26  -0.362
6 C 2.41 -1.18 -0.64  0.376
7 H -0.42 1.31 1.79  -0.052
8 H -3.92 0.51 0.34  0.232
9 C 1.57 0.84 -0.01  -0.348
10 C -2.99 0.16 0.02  -0.063
11 N 2.76 0.03 -0.14  -0.495
12 H 1.53 1.83 -0.53  0.310
13 N 1.13 -1.39 -0.55  -0.449
14 H 3.68 0.44 -0.23  0.447
15 H -3.73 -1.72 -1.00  0.266
16 C 0.53 -0.26 -0.18  0.349
17 H 3.17 -1.81 -1.25  0.266
18 O -1.53 -1.23 -0.72  -0.330

***

Arrangement Q

Molecular formula: C6H8N3O
Method: DFT, wB97M-V/def2-TZVPD

Summary:
**Charge**: +1
**Gap between HOMO and LUMO**: 8.3869 eV

Last column: natural (NBO) charge in e.
Atoms and positions in Å:
1 H 0.31 2.14 -1.54  0.447
2 N 0.36 -0.68 1.22  -0.263
3 H 0.07 1.05 -2.78  0.459
4 H -0.09 -0.85 -1.19  0.310
5 H 0.89 -2.37 3.62  0.226
6 H 0.41 1.53 0.74  0.212
7 C -0.31 0.19 -0.84  -0.200
8 N -0.20 1.38 -1.86  -0.686
9 H -1.73 -2.72 2.61  0.257
10 C -1.72 -0.14 -0.43  0.661
11 H -1.15 1.73 -2.12  0.456
12 C 0.39 -2.05 2.80  -0.016
13 O -2.81 -0.14 -0.83  -0.412
14 N 1.11 -1.11 2.20  -0.228
15 C -0.93 -2.19 2.21  -0.361
16 C 0.59 0.48 0.42  -0.189
17 C -0.94 -1.20 1.32  0.090
18 H 1.65 0.52 -0.01  0.238

***

Of them, arrangement Q has the lowest stability.

***

Arrangement P

Molecular formula: C6H11NS
Method: DFT, wB97M-V/def2-TZVPD

Summary:
**Gap between HOMO and LUMO**: 9.4798 eV

Last column: natural (NBO) charge in e.
Atoms and positions in Å:
1 H -1.38 -1.42 1.11  0.232
2 H -2.01 1.08 0.71  0.196
3 C 0.72 -1.11 0.80  -0.415
4 H -1.76 -0.72 -2.79  0.149
5 H 1.51 -1.50 1.60  0.220
6 N 0.00 1.67 0.33  -0.630
7 C -0.83 0.43 -0.95  -0.395
8 C -0.99 0.62 0.52  -0.072
9 H -0.56 -0.32 2.19  0.218
10 S -1.24 -1.13 -1.46  -0.019
11 H 1.89 -0.79 -0.94  0.209
12 C -0.69 -0.53 1.22  -0.455
13 H -1.44 1.24 -1.46  0.261
14 H 0.47 -2.04 0.24  0.215
15 C 0.59 0.79 -0.80  -0.073
16 C 1.53 -0.08 -0.16  -0.424
17 H 0.49 2.00 1.10  0.354
18 H 2.44 0.38 0.16  0.222
19 H 1.25 1.41 -1.41  0.207

***

Arrangement Q

Molecular formula: C6H11NS
Method: DFT, wB97M-V/def2-TZVPD

Summary:
**Gap between HOMO and LUMO**: 9.1112 eV

Last column: natural (NBO) charge in e.
Atoms and positions in Å:
1 H 1.94 -0.61 1.46  0.223
2 C -0.04 0.47 -0.67  -0.250
3 H -2.86 1.35 -0.57  0.373
4 H -0.49 0.51 -1.61  0.197
5 C -0.94 1.43 0.27  -0.208
6 H -2.52 -1.31 0.55  0.202
7 H 0.90 -1.22 -1.45  0.230
8 S 3.41 0.61 -0.23  -0.033
9 H -0.63 1.33 1.30  0.186
10 C 0.88 -0.65 -0.43  -0.218
11 H -1.00 2.57 0.06  0.197
12 H -2.23 -0.92 -1.20  0.191
13 C -0.52 -0.81 0.16  -0.240
14 N -2.30 0.78 0.02  -0.675
15 H 2.40 -1.63 0.19  0.222
16 C -2.04 -0.69 -0.21  -0.209
17 H -0.40 -0.77 1.36  0.194
18 H 4.31 0.18 0.67  0.126
19 C 2.10 -0.62 0.33  -0.507

***

Of them, arrangement Q has the lowest stability.